No. 1
A cluster of 2 separate species, C4H4Cl2NP in total. Source: the Open Molecules 2025 dataset; level of theory: ωB97M-V/def2-TZVPD.

Each line ends with the Mulliken charge.
Atoms and positions in Å:
1 C -1.55 -0.77 -0.17  -0.742
2 C -0.27 -1.26 -0.27  -0.265
3 C -1.30 0.65 0.25  -0.328
4 C 0.64 -0.26 0.27  0.469
5 N -0.05 0.83 0.54  -0.484
6 P 2.32 -0.34 0.54  0.225
7 Cl 1.34 3.13 -0.69  -0.338
8 Cl 2.77 -2.10 -0.09  -0.118
9 H -2.44 -0.94 -0.57  0.509
10 H -0.03 -2.25 -0.49  0.419
11 H -2.24 1.18 0.61  0.287
12 H 0.83 2.14 0.09  0.366

Summary:
Calculated total energy = -40031.8250 eV
E_LUMO (spin up / spin down) = 0.4 / -4.9 eV
HOMO-LUMO gap (spin up / spin down) = 8.077 / 4.246 eV
Multiplicity = 3
Expectation value of S² = 2.018
Total charge = 0
Strongest force on any atom = 7.0 eV Å⁻¹

=====

No. 2
The molecule C4H4Cl2O2. Source: the Open Molecules 2025 dataset; level of theory: ωB97M-V/def2-TZVPD.

Each line ends with the Mulliken charge.
Atoms and positions in Å:
1 O -1.62 0.17 1.15  -0.435
2 C -0.78 1.01 1.06  0.096
3 C 0.52 0.72 0.33  -1.060
4 C 0.64 -0.70 -0.17  0.753
5 Cl 2.10 -0.88 -1.15  -0.167
6 Cl 0.61 -1.83 1.10  -0.133
7 C -0.55 -0.97 -1.21  -0.131
8 O -1.37 -1.82 -1.07  -0.386
9 H -0.93 2.04 1.45  0.378
10 H 0.68 1.42 -0.52  0.368
11 H 1.27 1.01 1.03  0.383
12 H -0.58 -0.18 -1.98  0.333

Summary:
Calculated total energy = -33351.5818 eV
E_LUMO = 0.6 eV
Structure (SMILES) = O=CCC(Cl)(Cl)C=O
HOMO-LUMO gap = 10.846 eV
Multiplicity = 1
Total charge = 0
ΔE to the lowest compared entry with this formula, charge and spin = 68.47 kJ/mol
Strongest force on any atom = 1.7 eV Å⁻¹

=====

No. 3
The molecule C4H4Cl2O3S. Source: the Open Molecules 2025 dataset; level of theory: ωB97M-V/def2-TZVPD.

Each line ends with the Mulliken charge.
Atoms and positions in Å:
1 O -0.85 -0.72 -2.99  -0.497
2 C -0.62 -0.89 -1.82  0.170
3 C -0.18 0.15 -0.80  -0.507
4 C -0.07 -0.32 0.64  -0.828
5 S -1.70 -1.36 0.70  0.985
6 O -1.88 -2.43 1.63  -0.583
7 O -2.76 -0.45 0.59  -0.538
8 C -1.26 -2.04 -1.03  0.416
9 Cl -2.68 -2.71 -1.85  -0.117
10 Cl -0.04 -3.29 -0.76  -0.105
11 H 0.65 0.77 -1.02  0.461
12 H -1.02 0.80 -0.84  0.332
13 H 0.71 -0.98 1.14  0.313
14 H -0.21 0.46 1.25  0.499

Summary:
Calculated total energy = -46233.3872 eV
E_LUMO = -0.2 eV
Structure (SMILES) = O=C1CCS(=O)(=O)C1(Cl)Cl
HOMO-LUMO gap = 10.256 eV
Multiplicity = 1
Total charge = 0
ΔE to the lowest compared entry with this formula, charge and spin = 0.00 kJ/mol
Strongest force on any atom = 4.9 eV Å⁻¹

=====

No. 4
The molecule C4H4Cl2OS. Source: the Open Molecules 2025 dataset; level of theory: ωB97M-V/def2-TZVPD.

Each line ends with the Mulliken charge.
Atoms and positions in Å:
1 O 1.87 -0.43 0.69  -0.514
2 C 0.65 -0.43 0.50  0.555
3 C -0.39 -0.58 1.61  -0.556
4 Cl -0.03 -0.63 3.16  -0.161
5 C 0.20 -0.28 -0.98  0.029
6 Cl -1.19 -1.23 -1.44  -0.178
7 C -0.06 1.26 -1.41  -0.371
8 S 1.07 2.20 -2.15  -0.133
9 H -0.95 -1.40 1.25  0.368
10 H -1.13 0.16 1.39  0.346
11 H 0.96 -0.36 -1.74  0.381
12 H -0.99 1.74 -0.88  0.236

Summary:
Calculated total energy = -42138.0906 eV
E_LUMO = -1.2 eV
Structure (SMILES) = O=C(CCl)[C@@H](Cl)C=S
HOMO-LUMO gap = 8.229 eV
Multiplicity = 1
Total charge = 0
ΔE to the lowest compared entry with this formula, charge and spin = 207.44 kJ/mol
Strongest force on any atom = 6.4 eV Å⁻¹

=====

No. 5
A cluster of 2 separate species, C4H4Cl3F in total. Source: the Open Molecules 2025 dataset; level of theory: ωB97M-V/def2-TZVPD.

Each line ends with the Mulliken charge.
Atoms and positions in Å:
1 C 0.12 0.11 -1.88  -0.710
2 C 0.42 0.72 -0.73  -0.196
3 C -1.01 -0.50 1.38  -0.149
4 C 0.90 0.11 0.49  0.476
5 F 1.63 -1.01 0.45  -0.206
6 Cl -1.95 -1.13 0.09  -0.122
7 Cl -0.59 -1.63 2.62  -0.105
8 Cl 1.48 1.23 1.74  -0.148
9 H -0.11 0.81 -2.73  0.223
10 H 0.12 -1.01 -2.17  0.269
11 H 0.36 1.81 -0.69  0.268
12 H -1.37 0.50 1.43  0.399

Summary:
Calculated total energy = -44494.6346 eV
E_LUMO = 0.1 eV
HOMO-LUMO gap = 8.828 eV
Multiplicity = 1
Total charge = 0
ΔE to the lowest compared entry with this formula, charge and spin = 256.80 kJ/mol
Strongest force on any atom = 3.8 eV Å⁻¹

=====

No. 6
The ion C4H4Cl5N2 with charge +1. Source: the Open Molecules 2025 dataset; level of theory: ωB97M-V/def2-TZVPD.

Each line ends with the Mulliken charge.
Atoms and positions in Å:
1 C -0.72 -1.19 0.08  0.461
2 C -2.87 0.61 0.40  0.153
3 C -3.12 -0.73 -0.19  0.636
4 C 0.70 0.77 -0.05  -0.850
5 N -0.44 0.02 -0.16  -0.211
6 N -2.06 -1.63 0.09  -0.267
7 Cl 0.47 -2.26 0.50  -0.141
8 Cl -2.81 2.03 -0.44  0.096
9 Cl -2.97 0.70 2.07  0.073
10 Cl -4.67 -1.33 0.39  -0.074
11 Cl -3.26 -0.49 -2.00  -0.104
12 H 0.81 0.99 1.05  0.314
13 H 1.49 0.17 -0.42  0.360
14 H 0.37 1.64 -0.56  0.293
15 H -2.25 -2.64 0.34  0.261

Summary:
Calculated total energy = -69795.3329 eV
E_LUMO = -6.9 eV
HOMO-LUMO gap = 6.990 eV
Multiplicity = 1
Total charge = +1
ΔE to the lowest compared entry with this formula, charge and spin = 227.71 kJ/mol
Strongest force on any atom = 6.4 eV Å⁻¹

=====

No. 7
The molecule C4H4ClF. Source: the Open Molecules 2025 dataset; level of theory: ωB97M-V/def2-TZVPD.

Each line ends with the Mulliken charge.
Atoms and positions in Å:
1 C 1.97 -0.24 -0.19  -1.390
2 C 0.59 -0.04 -0.09  0.606
3 C -0.59 0.33 -0.14  -0.347
4 C -1.97 0.36 0.24  0.346
5 F -2.79 1.32 -0.37  -0.249
6 Cl -2.48 -1.28 -0.18  -0.154
7 H 2.54 0.04 0.65  0.331
8 H 2.22 -1.25 -0.22  0.353
9 H 2.60 0.19 -1.02  0.290
10 H -2.09 0.58 1.34  0.215

Summary:
Calculated total energy = -19450.1487 eV
E_LUMO = 0.6 eV
Structure (SMILES) = CC#C[C@@H](F)Cl
HOMO-LUMO gap = 10.451 eV
Multiplicity = 1
Total charge = 0
ΔE to the lowest compared entry with this formula, charge and spin = 126.26 kJ/mol
Strongest force on any atom = 4.7 eV Å⁻¹

=====

No. 8
The molecule C4H4ClF. Source: the Open Molecules 2025 dataset; level of theory: ωB97M-V/def2-TZVPD.

Each line ends with the Mulliken charge.
Atoms and positions in Å:
1 C 0.06 -0.56 -1.52  -0.847
2 C 0.74 -0.03 -0.51  0.628
3 Cl 2.53 -0.02 -0.54  -0.223
4 C 0.21 0.56 0.71  -0.253
5 C -0.96 0.24 1.19  -0.146
6 F -1.42 0.72 2.36  -0.234
7 H 0.53 -1.06 -2.31  0.292
8 H -1.01 -0.46 -1.57  0.273
9 H 0.93 1.19 1.41  0.222
10 H -1.62 -0.57 0.78  0.287

Summary:
Calculated total energy = -19451.1525 eV
E_LUMO = 0.5 eV
Structure (SMILES) = C=C(Cl)/C=C/F
HOMO-LUMO gap = 9.878 eV
Multiplicity = 1
Total charge = 0
ΔE to the lowest compared entry with this formula, charge and spin = 29.40 kJ/mol
Strongest force on any atom = 3.4 eV Å⁻¹

=====

What is the strongest force on any atom in the seventh record?
4.7 eV Å⁻¹

=====

What is the formula in the second record?
C4H4Cl2O2

=====

Copy entry 4 word for word.
The molecule C4H4Cl2OS. Source: the Open Molecules 2025 dataset; level of theory: ωB97M-V/def2-TZVPD.

Each line ends with the Mulliken charge.
Atoms and positions in Å:
1 O 1.87 -0.43 0.69  -0.514
2 C 0.65 -0.43 0.50  0.555
3 C -0.39 -0.58 1.61  -0.556
4 Cl -0.03 -0.63 3.16  -0.161
5 C 0.20 -0.28 -0.98  0.029
6 Cl -1.19 -1.23 -1.44  -0.178
7 C -0.06 1.26 -1.41  -0.371
8 S 1.07 2.20 -2.15  -0.133
9 H -0.95 -1.40 1.25  0.368
10 H -1.13 0.16 1.39  0.346
11 H 0.96 -0.36 -1.74  0.381
12 H -0.99 1.74 -0.88  0.236

Summary:
Calculated total energy = -42138.0906 eV
E_LUMO = -1.2 eV
Structure (SMILES) = O=C(CCl)[C@@H](Cl)C=S
HOMO-LUMO gap = 8.229 eV
Multiplicity = 1
Total charge = 0
ΔE to the lowest compared entry with this formula, charge and spin = 207.44 kJ/mol
Strongest force on any atom = 6.4 eV Å⁻¹